ORCA calculation (the ωB97M-V functional and the def2-TZVPD basis) on a cluster of 2 separate species, C4H7Br3O3 in total at a distorted geometry.

Geometry as XYZ:
```
17
C4H7Br3O3 | OMol25 | the ωB97M-V functional and the def2-TZVPD basis
O 0.760 -0.484 2.283
H 0.555 1.958 1.943
Br 0.761 2.151 -0.448
H 0.485 -1.397 1.984
O -1.466 -0.295 2.197
C -0.280 0.265 2.111
O -0.200 1.593 2.398
Br -0.258 -2.385 -0.726
C 0.545 -0.454 -2.576
C -0.192 0.433 -0.254
Br -2.167 0.667 -0.708
C 0.558 -0.658 -1.066
H -0.170 0.275 -2.828
H 1.509 -0.776 -0.574
H 0.388 -1.279 -3.173
H 1.455 0.036 -2.783
H -2.282 0.350 2.219
```

E ... -8104.30028 Ha
HOMO level ... -7.99 eV
Maximum force ... 4.36 eV/A